No. 1
The following is a quantum chemistry calculation of C3H2O2 in the gas phase at a distorted geometry, from OMol25.

The calculation puts the HOMO energy at -0.372 Ha. For the energy above the lowest of the compared OMol25 structures with the same formula, charge and spin, the calculation gives 14.4 kcal per mole. Its lowest unoccupied orbital energy is 0.014 Ha. As for the molar mass: 70.05 g mol⁻¹. The calculation puts the HOMO-LUMO gap at 10.5066 eV. For the total energy, the calculation gives -265.928382 hartree. Its spin multiplicity is 1.

Element x y z (Å)
O  -1.7975  -0.1198  -1.8695
C  -0.9609  0.0591  -1.0835
C  0.0034  0.2451  -0.2263
C  0.5031  -0.1457  1.1291
O  -0.0930  -0.2622  2.1799
H  0.7310  0.4420  -1.0234
H  1.6139  -0.2185  0.8937

The computed Löwdin charges, all in e, follow: number 1, O, carries 0.21; number 2, C, carries -0.18; number 3, C, carries -0.05; number 4, C, carries -0.27; number 5, O, carries 0.05; number 6, H, carries 0.12; number 7, H, carries 0.13

=====

No. 2
The following is a quantum chemistry calculation of 19 unconnected molecules or ions with the total composition C19H38Cl38 at a distorted geometry, from OMol25.

The calculation puts the HOMO energy at -0.383 Ha. For the energy above the lowest of the compared OMol25 structures with the same formula, charge and spin, the calculation gives 33.8 kcal per mole. Its lowest unoccupied orbital energy is 0.004 Ha. As for the molar mass: 1613.73 g mol⁻¹. The calculation puts the HOMO-LUMO gap at 10.5350 eV. For the total energy, the calculation gives -18233.993521 hartree. Its spin multiplicity is 1.

Element x y z (Å)
C  -16.0064  -10.3049  -0.4911
Cl  -17.8004  -10.3088  -0.1557
Cl  -15.2713  -10.3551  1.1071
H  -15.7082  -11.1537  -1.1065
H  -15.6856  -9.4075  -1.0202
C  -19.4227  -1.0942  2.6848
Cl  -17.7029  -1.1210  3.1475
Cl  -19.6305  -0.2394  1.1636
H  -19.7863  -2.1163  2.5793
H  -19.9745  -0.5997  3.4842
C  -10.0758  -10.2143  1.9058
Cl  -11.8674  -10.5144  1.7886
Cl  -9.7732  -8.4702  1.9369
H  -9.6128  -10.5899  2.8183
H  -9.6280  -10.5999  0.9900
C  -14.2957  -2.4604  1.5788
Cl  -14.7250  -2.3862  3.3636
Cl  -12.7787  -1.6104  1.1638
H  -14.2313  -3.4889  1.2238
H  -15.1095  -2.0524  0.9793
C  -16.6980  -3.0256  9.9795
Cl  -17.4840  -1.3465  9.9722
Cl  -17.6524  -4.1443  8.9942
H  -15.6682  -2.8932  9.6478
H  -16.6523  -3.4792  10.9696
C  -16.9887  -9.0699  9.2234
Cl  -17.5711  -10.2567  10.4846
Cl  -15.2122  -9.0604  9.1686
H  -17.2936  -9.4632  8.2536
H  -17.4107  -8.0826  9.4115
C  -14.7987  -5.7592  5.4709
Cl  -13.9360  -6.8689  4.3734
Cl  -15.6399  -6.6953  6.7717
H  -14.0928  -5.1163  5.9966
H  -15.5595  -5.1584  4.9726
C  -18.3598  -6.0076  1.5970
Cl  -16.8090  -5.5512  2.4158
Cl  -19.6879  -4.9363  2.1034
H  -18.2208  -5.7442  0.5484
H  -18.4922  -7.0710  1.7964
C  -13.1658  -1.5807  6.8786
Cl  -14.5068  -2.7388  7.2201
Cl  -13.2452  -0.1620  8.0161
H  -12.1794  -2.0435  6.9099
H  -13.3467  -1.1789  5.8816
C  -10.5253  -1.8562  4.0528
Cl  -9.3128  -2.1830  2.7598
Cl  -10.9749  -3.3288  4.9134
H  -10.0059  -1.1894  4.7411
H  -11.4112  -1.3060  3.7356
C  -18.7039  -5.3433  5.5727
Cl  -18.7842  -3.6000  5.9120
Cl  -20.3596  -5.9940  5.2052
H  -17.9943  -5.5870  4.7821
H  -18.3591  -5.8432  6.4779
C  -20.9581  -8.0753  9.4877
Cl  -19.7542  -7.6827  8.1980
Cl  -20.5114  -7.1614  10.8999
H  -21.9701  -7.9108  9.1177
H  -20.7693  -9.1319  9.6777
C  -15.7164  -5.9898  13.1139
Cl  -17.4719  -6.0680  13.0007
Cl  -14.9823  -6.0567  11.4972
H  -15.3667  -5.0732  13.5890
H  -15.3146  -6.7966  13.7269
C  -8.6756  -8.3442  5.9955
Cl  -8.4747  -10.1079  6.0233
Cl  -8.2137  -7.6613  7.5949
H  -8.1018  -7.8710  5.1986
H  -9.7419  -8.1280  5.9309
C  -12.6447  -6.8510  0.5843
Cl  -11.8019  -5.4042  1.0995
Cl  -14.3464  -6.5130  0.0854
H  -12.0723  -7.2623  -0.2471
H  -12.6383  -7.5534  1.4178
C  -16.9998  -0.0883  6.6034
Cl  -16.0962  1.1728  5.7372
Cl  -18.7254  0.3333  6.7511
H  -16.7859  -1.0326  6.1028
H  -16.5798  -0.1196  7.6088
C  -12.7348  -9.5433  6.5797
Cl  -11.9309  -9.6133  5.0605
Cl  -11.5233  -9.1393  7.8563
H  -13.4775  -8.7467  6.5340
H  -13.2206  -10.4546  6.9284
C  -16.6448  -9.4095  3.8524
Cl  -15.3011  -10.1600  4.7467
Cl  -17.7586  -8.5929  4.9741
H  -16.2209  -8.6505  3.1949
H  -17.1395  -10.2102  3.3026
C  -10.6193  -5.1219  8.9483
Cl  -11.6563  -5.3944  7.5605
Cl  -10.6180  -6.4756  10.1060
H  -9.5955  -4.9910  8.5978
H  -10.9227  -4.2083  9.4596

The computed Löwdin charges, all in e, follow: number 1, C, carries -0.94; number 2, Cl, carries 0.46; number 3, Cl, carries 0.52; number 4, H, carries 0.04; number 5, H, carries 0.02; number 6, C, carries -1.02; number 7, Cl, carries 0.47; number 8, Cl, carries 0.52; number 9, H, carries -0.02; number 10, H, carries 0.03; number 11, C, carries -0.94; number 12, Cl, carries 0.45; number 13, Cl, carries 0.51; number 14, H, carries 0.02; number 15, H, carries 0.03; number 16, C, carries -0.93; number 17, Cl, carries 0.45; number 18, Cl, carries 0.52; number 19, H, carries -0.02; number 20, H, carries 0.03; number 21, C, carries -0.95; number 22, Cl, carries 0.47; number 23, Cl, carries 0.49; number 24, H, carries -0.03; number 25, H, carries 0.00; number 26, C, carries -1.01; number 27, Cl, carries 0.46; number 28, Cl, carries 0.49; number 29, H, carries 0.00; number 30, H, carries -0.02; number 31, C, carries -0.95; number 32, Cl, carries 0.53; number 33, Cl, carries 0.49; number 34, H, carries -0.06; number 35, H, carries -0.02; number 36, C, carries -0.91; number 37, Cl, carries 0.49; number 38, Cl, carries 0.54; number 39, H, carries 0.02; number 40, H, carries 0.03; number 41, C, carries -0.94; number 42, Cl, carries 0.55; number 43, Cl, carries 0.48; number 44, H, carries -0.02; number 45, H, carries -0.01; number 46, C, carries -1.01; number 47, Cl, carries 0.49; number 48, Cl, carries 0.52; number 49, H, carries 0.02; number 50, H, carries 0.00; number 51, C, carries -1.04; number 52, Cl, carries 0.50; number 53, Cl, carries 0.44; number 54, H, carries -0.06; number 55, H, carries -0.06; number 56, C, carries -0.96; number 57, Cl, carries 0.51; number 58, Cl, carries 0.53; number 59, H, carries 0.04; number 60, H, carries 0.02; number 61, C, carries -1.02; number 62, Cl, carries 0.51; number 63, Cl, carries 0.50; number 64, H, carries 0.03; number 65, H, carries 0.03; number 66, C, carries -1.01; number 67, Cl, carries 0.49; number 68, Cl, carries 0.48; number 69, H, carries 0.03; number 70, H, carries -0.05; number 71, C, carries -1.03; number 72, Cl, carries 0.52; number 73, Cl, carries 0.47; number 74, H, carries 0.03; number 75, H, carries -0.03; number 76, C, carries -1.06; number 77, Cl, carries 0.49; number 78, Cl, carries 0.49; number 79, H, carries -0.02; number 80, H, carries -0.04; number 81, C, carries -1.06; number 82, Cl, carries 0.52; number 83, Cl, carries 0.49; number 84, H, carries -0.05; number 85, H, carries 0.02; number 86, C, carries -1.03; number 87, Cl, carries 0.53; number 88, Cl, carries 0.52; number 89, H, carries -0.03; number 90, H, carries 0.01; number 91, C, carries -1.02; number 92, Cl, carries 0.51; number 93, Cl, carries 0.49; number 94, H, carries 0.01; number 95, H, carries 0.03